# 1
Entry from the OMol25 dataset: a 2-piece molecular cluster, C5H15N2 overall at a distorted geometry (ωB97M-V with the def2-TZVPD basis set).

The largest force on an atom comes out at 5.39 eV/A. The calculation puts the calculated total energy at -308.54161 a.u. The HOMO energy (spin up / spin down) is -12.709 / -13.954 eV. The value obtained for the relative energy (zero: lowest compared OMol25 entry of this formula, charge and spin) is 659.2 kJ/mol. The value obtained for the molar mass is 103.19 g mol⁻¹. As for the gap between HOMO and LUMO (spin up / spin down): 7.52 / 9.83 eV. Its net charge is +1.

Structure (XYZ):
```
22
Properties=species:S:1:pos:R:3:nbo_charge:R:1
C 0.689 -1.857 -0.298 -0.49
C 2.578 0.746 -0.126 -0.26
C -1.904 -0.452 -0.422 -0.43
C -0.475 0.365 1.486 -0.49
C -0.691 1.501 -0.667 -0.41
N 0.442 -0.408 -0.610 -0.26
N -0.704 0.222 0.005 -0.15
H 1.703 -2.111 -0.584 0.25
H 0.396 -2.086 0.725 0.20
H 0.070 -2.589 -0.880 0.23
H 2.229 1.109 0.788 0.17
H 3.220 -0.091 -0.169 0.20
H 2.443 1.361 -0.952 0.19
H -1.881 -1.524 0.022 0.24
H -2.836 0.089 -0.288 0.26
H -1.660 -0.538 -1.511 0.25
H 0.555 0.208 1.955 0.27
H -1.063 1.123 2.082 0.27
H -1.100 -0.504 2.000 0.24
H -1.632 2.126 -0.375 0.24
H 0.324 1.970 -0.459 0.24
H -0.705 1.340 -1.721 0.24
```

=====

# 2
Entry from the OMol25 dataset: an isolated ion of composition C5H15N2 and charge +1 at a distorted geometry (ωB97M-V with the def2-TZVPD basis set).

The largest force on an atom comes out at 5.81 eV/A. The calculation puts the calculated total energy at -308.64334 a.u. The HOMO energy is -13.640 eV. The value obtained for the relative energy (zero: lowest compared OMol25 entry of this formula, charge and spin) is 392.1 kJ/mol. The value obtained for the molar mass is 103.19 g mol⁻¹. As for the gap between HOMO and LUMO: 10.64 eV. Its net charge is +1.

Structure (XYZ):
```
22
Properties=species:S:1:pos:R:3:nbo_charge:R:1
C -3.289 0.004 -0.769 -0.72
C -2.032 -0.075 0.027 -0.24
N -0.753 0.874 -0.459 -0.68
C 0.354 -0.151 -1.182 -0.27
C 1.132 -0.614 0.078 -0.24
N 1.852 0.495 0.630 -0.52
C 2.932 -0.025 1.584 -0.43
H -3.414 0.795 -1.573 0.24
H -3.745 -0.985 -1.137 0.25
H -4.226 0.339 -0.257 0.26
H -1.982 0.361 1.113 0.23
H -1.593 -1.199 -0.161 0.19
H -1.160 1.293 -1.374 0.37
H -0.220 -0.740 -1.872 0.24
H 1.115 0.315 -1.822 0.20
H 0.563 -1.146 0.795 0.23
H 1.942 -1.265 -0.332 0.22
H 1.096 0.829 1.249 0.45
H 1.901 1.180 -0.168 0.47
H 3.171 0.890 2.138 0.24
H 3.865 -0.420 1.125 0.26
H 2.491 -0.754 2.366 0.26
```

=====

What did the first record say?
Entry from the OMol25 dataset: a 2-piece molecular cluster, C5H15N2 overall at a distorted geometry (ωB97M-V with the def2-TZVPD basis set).

The largest force on an atom comes out at 5.39 eV/A. The calculation puts the calculated total energy at -308.54161 a.u. The HOMO energy (spin up / spin down) is -12.709 / -13.954 eV. The value obtained for the relative energy (zero: lowest compared OMol25 entry of this formula, charge and spin) is 659.2 kJ/mol. The value obtained for the molar mass is 103.19 g mol⁻¹. As for the gap between HOMO and LUMO (spin up / spin down): 7.52 / 9.83 eV. Its net charge is +1.

Structure (XYZ):
```
22
Properties=species:S:1:pos:R:3:nbo_charge:R:1
C 0.689 -1.857 -0.298 -0.49
C 2.578 0.746 -0.126 -0.26
C -1.904 -0.452 -0.422 -0.43
C -0.475 0.365 1.486 -0.49
C -0.691 1.501 -0.667 -0.41
N 0.442 -0.408 -0.610 -0.26
N -0.704 0.222 0.005 -0.15
H 1.703 -2.111 -0.584 0.25
H 0.396 -2.086 0.725 0.20
H 0.070 -2.589 -0.880 0.23
H 2.229 1.109 0.788 0.17
H 3.220 -0.091 -0.169 0.20
H 2.443 1.361 -0.952 0.19
H -1.881 -1.524 0.022 0.24
H -2.836 0.089 -0.288 0.26
H -1.660 -0.538 -1.511 0.25
H 0.555 0.208 1.955 0.27
H -1.063 1.123 2.082 0.27
H -1.100 -0.504 2.000 0.24
H -1.632 2.126 -0.375 0.24
H 0.324 1.970 -0.459 0.24
H -0.705 1.340 -1.721 0.24
```